A cluster of 4 separate species, C25H57F3N4O17P3S in total in a non-equilibrium geometry. Source: the Open Molecules 2025 dataset; level of theory: ωB97M-V/def2-TZVPD.

Last columns: bonded neighbours and bond lengths (Å).
Positions of all 110 atoms, in Å:
1 C -6.03 0.65 0.61  C2 1.576, H30 1.105, H31 1.103, H32 1.107
2 C -5.66 0.35 2.11  C1 1.576, O3 1.418, H33 1.109, H34 1.104
3 O -4.27 0.13 2.30  C2 1.418, C4 1.420
4 C -3.93 -1.23 2.50  O3 1.420, C5 1.560, H35 1.108, H36 1.106
5 C -3.40 -1.80 1.15  C4 1.560, O6 1.429, H37 1.106, H38 1.109
6 O -2.58 -0.82 0.51  C5 1.429, C7 1.402
7 C -1.68 -1.34 -0.43  O6 1.402, C8 1.569, H39 1.111, H40 1.111
8 C -2.10 -1.06 -1.91  C7 1.569, S9 1.857, C10 1.559, C22 1.553
9 S -3.60 -2.11 -2.24  C8 1.857, H41 1.360
10 C -0.95 -1.55 -2.85  C8 1.559, N11 1.478, H42 1.106, H43 1.109
11 N -1.27 -1.38 -4.28  C10 1.478, C12 1.474, C14 1.395
12 C -0.07 -1.32 -5.14  N11 1.474, N13 1.475, H44 1.113, H45 1.103
13 N 0.80 -0.17 -4.84  C12 1.475, H46 1.019, H47 1.023
14 C -2.06 -0.25 -4.49  N11 1.395, N15 1.286, N21 1.417
15 N -2.90 -0.16 -5.46  C14 1.286, C16 1.472, H48 1.018
16 C -3.13 -1.23 -6.45  N15 1.472, C17 1.581, H49 1.096, H50 1.107
17 C -2.68 -0.79 -7.90  C16 1.581, C18 1.542, H51 1.102, H52 1.099
18 C -2.38 0.72 -8.00  C17 1.542, O19 1.177, O20 1.392
19 O -1.29 1.13 -7.90  C18 1.177
20 O -3.43 1.62 -8.19  C18 1.392, H53 0.971
21 N -1.96 0.83 -3.59  C14 1.417, C22 1.488, H54 1.027
22 C -2.35 0.44 -2.21  C8 1.553, N21 1.488, C23 1.566, H55 1.102
23 C -1.56 1.40 -1.25  C22 1.566, C24 1.578, H56 1.102, H57 1.107
24 C -1.77 2.88 -1.74  C23 1.578, O25 1.424, C26 1.541, H58 1.104
25 O -3.15 3.14 -1.99  C24 1.424, H59 0.970
26 C -1.34 3.88 -0.65  C24 1.541, F27 1.340, F28 1.329, F29 1.351
27 F -2.10 3.81 0.45  C26 1.340
28 F -1.40 5.13 -1.11  C26 1.329
29 F -0.08 3.60 -0.23  C26 1.351
30 H -6.61 -0.17 0.15  C1 1.105
31 H -6.58 1.60 0.57  C1 1.103
32 H -5.09 0.77 0.03  C1 1.107
33 H -5.91 1.28 2.67  C2 1.109
34 H -6.31 -0.44 2.53  C2 1.104
35 H -3.16 -1.30 3.30  C4 1.108
36 H -4.77 -1.87 2.83  C4 1.106
37 H -2.89 -2.75 1.37  C5 1.106
38 H -4.31 -1.93 0.52  C5 1.109
39 H -0.65 -0.96 -0.30  C7 1.111
40 H -1.60 -2.45 -0.34  C7 1.111
41 H -4.64 -1.46 -1.66  S9 1.360
42 H 0.01 -1.06 -2.57  C10 1.106
43 H -0.82 -2.63 -2.63  C10 1.109
44 H -0.39 -1.22 -6.21  C12 1.113
45 H 0.52 -2.24 -5.09  C12 1.103
46 H 1.68 -0.28 -5.35  N13 1.019
47 H 0.38 0.67 -5.26  N13 1.023
48 H -3.43 0.71 -5.49  N15 1.018
49 H -2.68 -2.19 -6.18  C16 1.096
50 H -4.23 -1.39 -6.47  C16 1.107
51 H -3.49 -1.05 -8.60  C17 1.102
52 H -1.75 -1.33 -8.13  C17 1.099
53 H -3.96 1.61 -7.37  O20 0.971
54 H -0.96 1.06 -3.57  N21 1.027
55 H -3.42 0.65 -2.09  C22 1.102
56 H -1.95 1.38 -0.22  C23 1.102
57 H -0.48 1.19 -1.33  C23 1.107
58 H -1.18 3.08 -2.66  C24 1.104
59 H -3.63 2.64 -1.30  O25 0.970
60 C -0.60 -6.76 2.16  O61 1.418, H68 1.092, H69 1.085, H70 1.093
61 O -1.74 -6.59 1.34  C60 1.418, P62 1.696
62 P -3.24 -6.01 1.88  O61 1.696, O63 1.519, O64 1.624, O66 1.698
63 O -2.71 -5.56 3.22  P62 1.519
64 O -3.89 -7.50 1.90  P62 1.624, C65 1.420
65 C -3.32 -8.51 2.72  O64 1.420, H71 1.091, H72 1.091, H73 1.089
66 O -4.76 -5.33 2.19  P62 1.698, C67 1.421
67 C -5.31 -5.48 3.49  O66 1.421, H74 1.088, H75 1.090, H76 1.090
68 H 0.24 -6.23 1.70  C60 1.092
69 H -0.71 -6.42 3.18  C60 1.085
70 H -0.35 -7.83 2.17  C60 1.093
71 H -2.87 -8.09 3.62  C65 1.091
72 H -2.57 -9.07 2.16  C65 1.091
73 H -4.12 -9.20 3.00  C65 1.089
74 H -4.83 -4.79 4.18  C67 1.088
75 H -5.21 -6.50 3.85  C67 1.090
76 H -6.37 -5.23 3.42  C67 1.090
77 C 2.82 2.16 -1.54  O78 1.410, H85 1.094, H86 1.087, H87 1.092
78 O 3.94 3.02 -1.57  C77 1.410, P79 1.688
79 P 5.45 2.63 -0.92  O78 1.688, O80 1.510, O81 1.625, O83 1.678
80 O 5.21 1.16 -0.67  P79 1.510
81 O 5.18 3.58 0.37  P79 1.625, C82 1.421
82 C 4.13 3.27 1.29  O81 1.421, H88 1.091, H89 1.092, H90 1.090
83 O 7.09 2.66 -0.60  P79 1.678, C84 1.419
84 C 7.55 1.89 0.51  O83 1.419, H91 1.089, H92 1.091, H93 1.090
85 H 2.45 2.03 -2.56  C77 1.094
86 H 3.01 1.17 -1.12  C77 1.087
87 H 2.05 2.65 -0.95  C77 1.092
88 H 3.97 2.19 1.35  C82 1.091
89 H 3.21 3.77 0.98  C82 1.092
90 H 4.43 3.64 2.27  C82 1.090
91 H 7.58 0.84 0.25  C84 1.089
92 H 6.91 2.05 1.38  C84 1.091
93 H 8.56 2.22 0.75  C84 1.090
94 C 7.67 4.96 3.44  O95 1.429, H102 1.092, H103 1.084, H104 1.093
95 O 8.30 3.96 4.25  C94 1.429, P96 1.700
96 P 7.48 3.03 5.41  O95 1.700, O97 1.522, O98 1.628, O100 1.697
97 O 6.12 3.47 4.89  P96 1.522
98 O 8.04 3.97 6.61  P96 1.628, C99 1.418
99 C 7.78 5.37 6.60  O98 1.418, H105 1.091, H106 1.091, H107 1.089
100 O 6.76 1.99 6.53  P96 1.697, C101 1.419
101 C 5.60 2.43 7.21  O100 1.419, H108 1.088, H109 1.090, H110 1.090
102 H 7.88 4.76 2.39  C94 1.092
103 H 6.60 5.05 3.56  C94 1.084
104 H 8.13 5.93 3.69  C94 1.093
105 H 6.83 5.60 6.13  C99 1.091
106 H 8.59 5.90 6.10  C99 1.091
107 H 7.76 5.70 7.64  C99 1.089
108 H 4.73 2.37 6.55  C101 1.088
109 H 5.71 3.45 7.57  C101 1.090
110 H 5.45 1.77 8.06  C101 1.090

charge	+1
gap between HOMO and LUMO	6.3	eV
HOMO level	-10.75	eV
ΔE to the lowest compared entry with this formula, charge and spin	4.8955	eV
E	-4206.21550	Eh
spin multiplicity	1